No. 1
This record from the Open Molecules 2025 dataset describes 12 unconnected molecules or ions with the total composition BF4H22O11. The level of theory is ωB97M-V/def2-TZVPD.

The geometry in ORCA input format:
```
! wB97M-V def2-TZVPD RIJCOSX def2/J DEFGRID3
* xyz -1 1
B 0.1446 0.3868 -0.5399
F -0.0219 -0.0720 -1.8414
F -0.1147 1.7824 -0.4873
F -0.7730 -0.2603 0.2892
F 1.4491 0.0911 -0.1103
O -0.5525 -2.6892 -1.1606
H -1.1751 -3.2910 -0.7428
H -0.7646 -1.8206 -0.7768
O 1.7282 4.4287 -0.9613
H 1.4971 4.7304 -0.0754
H 1.0730 3.7551 -1.1651
O 0.8933 -0.4247 2.5530
H 1.5620 -1.1182 2.5556
H 1.0045 0.0219 1.6931
O 0.5371 3.5214 1.4562
H 0.1524 3.1163 0.6581
H 0.9323 2.7842 1.9322
O 1.2133 0.7168 -4.0808
H 0.7517 0.2515 -4.7836
H 0.7417 0.4583 -3.2622
O -2.9167 1.6069 -0.0627
H -2.0335 1.3162 -0.3595
H -2.9001 2.5606 -0.1786
O -3.4011 -0.5240 1.8065
H -3.1382 -0.0143 1.0164
H -4.2069 -0.0997 2.1130
O -0.7103 -2.8742 2.4372
H -1.5853 -2.9882 2.0173
H -0.4903 -1.9342 2.3152
O 3.5992 -2.4552 -0.2133
H 2.7347 -2.0292 -0.2795
H 3.9396 -2.1835 0.6442
O -3.0404 -2.9798 0.8444
H -3.4002 -2.9365 -0.0468
H -3.1014 -2.0437 1.1799
O 3.7117 0.6816 -1.3435
H 3.7070 0.2180 -2.1869
H 2.9539 0.3103 -0.8534
*
```

Computed properties:
**Energy above the lowest of the compared OMol25 structures with the same formula, charge and spin**: 0.527 eV
**Strongest force on any atom**: 0.88 eV/Å
**LUMO energy**: 2.51 eV

=====

No. 2
This record from the Open Molecules 2025 dataset describes 2 unconnected molecules or ions with the total composition CH5O2. The level of theory is ωB97M-V/def2-TZVPD.

The geometry in ORCA input format:
```
! wB97M-V def2-TZVPD RIJCOSX def2/J DEFGRID3
* xyz -1 1
O 2.0163 0.5159 -1.3710
H 2.5935 0.3621 -0.6199
C -1.1359 -0.2970 0.5664
O -0.0443 -0.6704 -0.1236
H -2.0994 -0.3720 0.0195
H -1.1617 0.7791 0.8951
H -1.3190 -0.8513 1.5281
H 1.1505 0.5336 -0.8945
*
```

Computed properties:
**Energy above the lowest of the compared OMol25 structures with the same formula, charge and spin**: 0.331 eV
**Strongest force on any atom**: 1.15 eV/Å
**LUMO energy**: 4.84 eV

=====

No. 3
This record from the Open Molecules 2025 dataset describes a molecular structure, C15H27Cl2GaKO5. The level of theory is ωB97M-V/def2-TZVPD.

The geometry in ORCA input format:
```
! wB97M-V def2-TZVPD RIJCOSX def2/J DEFGRID3
* xyz -1 1
C -1.2789 2.0398 0.4947
C -0.5305 1.2916 -0.6354
C -1.0438 -0.1367 -0.8683
O 0.0006 -0.8917 -1.4092
Ga 1.3751 -1.3594 -0.1619
Cl 0.4195 -1.3911 1.9624
H -2.1891 2.4661 0.0596
H -1.5564 1.3613 1.3004
H -0.6661 2.8422 0.9016
H -0.7777 1.8450 -1.5612
H 0.5636 1.3398 -0.5005
H -1.8387 -0.1090 -1.6398
H -1.4990 -0.5488 0.0385
H 1.8343 -2.8253 -0.5252
H 2.5866 -0.3207 -0.1108
C 1.3939 7.6193 2.3417
C 1.5105 6.5820 1.5083
C 1.0804 5.2268 1.9032
O 1.1861 4.2765 1.1457
C 0.5158 5.0648 3.2558
C 0.3990 6.1024 4.0901
C 0.8280 7.4581 3.6966
O 0.7206 8.4076 4.4546
H 1.7052 8.6196 2.0678
H 1.9231 6.6846 0.5122
H 0.2057 4.0636 3.5286
H -0.0125 5.9992 5.0858
C 1.7429 -3.7838 -3.9006
C 2.9905 -4.4426 -4.4710
C 2.6262 -5.5436 -5.4642
O 3.7782 -4.9765 -3.4225
H 1.1355 -4.5135 -3.3578
H 2.0164 -3.0062 -3.1889
H 1.1300 -3.3414 -4.6938
H 3.6078 -3.6914 -4.9688
H 2.0458 -6.3273 -4.9687
H 3.5280 -6.0130 -5.8637
H 2.0378 -5.1509 -6.2985
H 3.2528 -5.6365 -2.9594
C -3.0234 -2.3272 3.4280
C -3.9069 -2.0747 2.2310
O -3.6208 -1.2726 1.3750
C -5.1871 -2.8787 2.1491
H -2.1376 -1.6977 3.3728
H -3.5736 -2.0908 4.3422
H -2.7068 -3.3711 3.4450
H -5.8152 -2.6707 3.0174
H -4.9567 -3.9446 2.1123
H -5.7294 -2.6035 1.2466
K 0.0336 2.7080 -2.9419
Cl 3.8770 -3.0571 -1.1547
*
```

Computed properties:
**Strongest force on any atom**: 2.58 eV/Å
**LUMO energy**: -0.37 eV

=====

No. 4
This record from the Open Molecules 2025 dataset describes a molecular structure, C21H55GaNO8. The level of theory is ωB97M-V/def2-TZVPD.

The geometry in ORCA input format:
```
! wB97M-V def2-TZVPD RIJCOSX def2/J DEFGRID3
* xyz -1 1
Ga -0.0847 -0.4237 0.2390
C 1.6117 -1.4300 -0.4365
C 2.7915 -2.0112 0.5832
C 4.0397 -2.7891 -0.1372
N 4.2376 -3.0758 -1.5980
C 3.1509 -2.5464 -2.4891
C 1.8130 -1.7033 -2.0660
H -1.3959 -0.8757 -0.6071
H -0.4341 -0.8312 1.7783
H 0.0107 1.1664 0.1129
H 2.6815 -1.8511 1.7487
H 4.8948 -3.1826 0.5980
H 3.2710 -2.7716 -3.6569
H 1.0193 -1.3031 -2.8418
C -3.4191 0.5592 4.0478
C -2.9043 1.7084 3.2059
O -2.1768 1.2074 2.0942
H -2.5887 -0.0600 4.4026
H -3.9785 0.9288 4.9118
H -4.0719 -0.0917 3.4571
H -2.2352 2.3439 3.7937
H -3.7297 2.3249 2.8366
H -2.7821 0.6513 1.5742
C -1.6945 1.9704 -3.8589
C -0.7546 0.7998 -3.6579
O -1.2968 -0.3665 -4.2593
H -2.6754 1.7557 -3.4224
H -1.2930 2.8767 -3.3969
H -1.8550 2.1596 -4.9253
H -0.6142 0.6003 -2.5913
H 0.2246 1.0017 -4.1029
H -1.4097 -0.1819 -5.2076
C 7.3791 -0.8238 1.9046
C 6.4188 0.3382 1.7568
O 5.5777 0.1321 0.6316
H 7.9924 -0.9332 1.0042
H 8.0380 -0.6781 2.7653
H 6.8328 -1.7638 2.0339
H 6.9684 1.2721 1.6059
H 5.7931 0.4461 2.6481
H 5.0879 -0.6951 0.7792
C -7.6901 -0.2883 1.5319
C -6.6147 0.5397 0.8595
O -5.4583 -0.2542 0.6389
H -7.3300 -0.6842 2.4872
H -8.5870 0.3106 1.7133
H -7.9604 -1.1493 0.9120
H -6.3320 1.3865 1.4920
H -6.9626 0.9284 -0.1024
H -5.7181 -0.9987 0.0694
C -1.5889 -4.8267 -5.7541
C -0.3892 -3.9110 -5.6263
O -0.7784 -2.5659 -5.8619
H -2.0322 -4.7432 -6.7518
H -1.3048 -5.8683 -5.5797
H -2.3669 -4.5485 -5.0357
H 0.3766 -4.1785 -6.3604
H 0.0519 -3.9791 -4.6271
H -1.4524 -2.3354 -5.1996
C -4.7832 2.0565 7.9836
C -6.1398 1.4350 7.7233
O -6.0023 0.3119 6.8656
H -4.3162 2.3686 7.0437
H -4.8725 2.9268 8.6399
H -4.1079 1.3314 8.4493
H -6.8045 2.1560 7.2381
H -6.6077 1.1086 8.6572
H -5.4172 -0.3259 7.3092
C -3.7010 6.1727 -5.5456
C -2.7610 5.0021 -5.3445
O -3.3033 3.8358 -5.9460
H -4.6819 5.9579 -5.1091
H -3.2995 7.0790 -5.0836
H -3.8615 6.3619 -6.6120
H -2.6207 4.8026 -4.2780
H -1.7819 5.2040 -5.7896
H -3.4162 4.0203 -6.8943
C 11.9780 -2.6680 2.0674
C 10.9462 -1.5599 2.0278
O 10.1132 -1.6316 3.1754
H 11.4898 -3.6473 2.1047
H 12.6256 -2.6294 1.1869
H 12.5989 -2.5873 2.9656
H 10.3139 -1.6570 1.1403
H 11.4266 -0.5769 2.0034
H 10.6830 -1.5358 3.9578
*
```

Computed properties:
**Strongest force on any atom**: 6.04 eV/Å
**LUMO energy**: 2.27 eV

=====

No. 5
This record from the Open Molecules 2025 dataset describes a molecular structure, C2H5Cl3O2SSi. The level of theory is ωB97M-V/def2-TZVPD.

The geometry in ORCA input format:
```
! wB97M-V def2-TZVPD RIJCOSX def2/J DEFGRID3
* xyz 0 1
C 0.4741 -2.0641 -0.2342
C -1.3211 2.4558 0.8639
O 0.5828 0.6828 0.4787
O -1.6465 -0.1561 0.9112
Si 1.4473 -0.4912 -0.2366
S -0.9296 0.9557 0.2768
Cl 3.0017 -0.8217 1.0331
Cl 2.0657 0.2034 -1.9709
Cl -1.0796 0.7465 -1.7793
H 0.0475 -2.2256 -1.2191
H 0.9380 -3.0601 0.1603
H -0.3171 -1.7699 0.4371
H -2.3990 2.4312 1.1188
H -0.8641 3.1133 0.1601
*
```

Computed properties:
**Energy above the lowest of the compared OMol25 structures with the same formula, charge and spin**: 1.074 eV
**Strongest force on any atom**: 4.63 eV/Å
**LUMO energy**: -0.37 eV

=====

HOMO energy (computed, eV): -7.64; -2.40; -1.86; -4.82; -9.37
Gap between HOMO and LUMO (computed, eV): 10.153; 7.239; 1.491; 7.094; 8.999
DFT total energy (computed, hartree): -1265.5101; -191.5600; -4408.9880; -3414.2354; -2297.9993